Entry 1:
{
  "formula": "C42H35BBrF4GeN3O3Pt",
  "method": "the ωB97M-V functional and the def2-TZVPD basis",
  "elements": ["Pt", "C", "C", "C", "C", "C", "N", "C", "O", "N", "C", "C", "C", "C", "N", "C", "C", "C", "H", "H", "H", "H", "H", "H", "H", "H", "H", "H", "H", "H", "H", "Br", "C", "C", "C", "C", "C", "C", "C", "O", "O", "H", "H", "H", "H", "Ge", "C", "C", "C", "C", "C", "C", "C", "C", "C", "C", "C", "C", "H", "H", "H", "H", "H", "H", "H", "H", "H", "H", "H", "C", "C", "C", "C", "C", "C", "C", "C", "C", "C", "H", "H", "H", "H", "H", "H", "H", "F", "B", "F", "F", "F"],
  "positions_angstrom": [[-0.00261, -0.03071, -0.43227], [-1.17638, 7.21253, 2.00895], [-1.88935, 5.96398, 2.44573], [-1.31127, 5.06600, 3.32806], [-1.93875, 3.87622, 3.66868], [-3.15788, 3.54247, 3.09081], [-3.87897, 2.35210, 3.34680], [-3.65729, 1.26818, 4.13590], [-4.56844, 0.57217, 4.53956], [-2.34258, 1.00972, 4.55708], [-1.21278, 0.71974, 3.79358], [-0.00948, 0.53515, 4.47590], [1.11875, 0.16504, 3.78079], [1.03484, -0.02054, 2.41378], [-0.10304, 0.18421, 1.74556], [-1.20949, 0.55514, 2.40200], [-3.76446, 4.46047, 2.23600], [-3.13996, 5.64898, 1.92238], [-0.37987, 7.48634, 2.69974], [-1.87076, 8.04684, 1.91034], [-0.73084, 7.04093, 1.02471], [-0.34315, 5.28809, 3.76208], [-1.45635, 3.22025, 4.37241], [-4.83192, 2.38063, 3.01912], [-2.34050, 0.56500, 5.46103], [0.02057, 0.69560, 5.54690], [2.06144, 0.01185, 4.28600], [1.88789, -0.34498, 1.83740], [-2.11462, 0.69153, 1.82430], [-4.72535, 4.22600, 1.79345], [-3.60465, 6.32414, 1.21545], [1.17172, 4.82675, -4.87925], [1.77470, 3.65909, -3.52930], [0.89674, 3.29838, -2.50644], [1.34756, 2.40499, -1.57048], [2.65203, 1.87248, -1.64292], [3.53511, 2.30198, -2.64367], [3.09637, 3.18424, -3.59594], [3.11281, 0.82840, -0.66946], [4.29692, 0.78612, -0.35921], [2.23969, -0.01656, -0.27159], [-0.10421, 3.70724, -2.45581], [0.71064, 2.15301, -0.73020], [4.54099, 1.90734, -2.66666], [3.74880, 3.50892, -4.39391], [-0.11684, -0.88967, -2.74561], [1.45067, -0.09528, -3.69052], [1.29642, 0.81656, -4.72851], [2.38343, 1.15755, -5.53206], [3.63382, 0.60226, -5.28570], [3.80195, -0.29145, -4.24036], [2.71354, -0.63688, -3.44141], [-1.64335, -0.92453, -4.00134], [-1.65898, -2.04679, -4.83103], [-2.60869, -2.17971, -5.83280], [-3.57064, -1.19674, -6.01135], [-3.56711, -0.07822, -5.19279], [-2.60779, 0.05984, -4.19693], [0.31440, -2.37731, -2.76783], [0.32157, 1.25151, -4.92317], [2.25123, 1.84996, -6.35584], [4.47758, 0.86754, -5.91048], [4.77333, -0.73072, -4.04926], [2.84074, -1.33668, -2.62256], [-0.91611, -2.82444, -4.69376], [-2.60035, -3.05517, -6.47008], [-4.32130, -1.30439, -6.78424], [-4.31310, 0.69609, -5.32095], [-2.63263, 0.94201, -3.57832], [0.55844, -5.53618, 0.35370], [1.40276, -4.41664, 0.21828], [0.87496, -3.16921, 0.03662], [-0.52712, -2.97776, -0.02307], [-1.12511, -1.71380, -0.26194], [-2.48427, -1.57043, -0.32939], [-3.32092, -2.69399, -0.15017], [-2.78210, -3.92862, 0.06572], [-1.37977, -4.10545, 0.12918], [-0.79786, -5.38116, 0.31830], [0.98947, -6.52049, 0.48310], [2.47579, -4.55470, 0.25464], [1.52158, -2.30590, -0.07362], [-2.93709, -0.60516, -0.53021], [-4.39334, -2.56048, -0.20609], [-3.41872, -4.79729, 0.18384], [-1.45649, -6.23452, 0.42846], [-1.57845, 1.47134, -1.94785], [-2.22094, 2.43229, -1.08004], [-2.37863, 3.59811, -1.80087], [-3.41650, 1.88788, -0.62589], [-1.33072, 2.61314, 0.00883]],
  "mulliken_spin": [0.78, 0.00, 0.00, 0.00, 0.00, 0.00, 0.00, 0.00, 0.00, 0.00, 0.01, 0.00, 0.00, 0.00, -0.02, 0.00, 0.00, 0.00, 0.00, 0.00, 0.00, 0.00, 0.00, 0.00, 0.00, 0.00, 0.00, 0.00, -0.01, 0.00, 0.00, 0.07, 0.23, 0.00, 0.11, 0.09, 0.01, 0.05, 0.03, 0.05, 0.14, 0.00, 0.03, 0.00, 0.00, -0.02, 0.05, 0.01, 0.09, 0.05, 0.01, 0.10, -0.01, 0.00, 0.00, 0.00, 0.00, 0.00, 0.00, -0.01, 0.00, 0.00, 0.00, 0.01, 0.00, 0.00, 0.00, 0.00, 0.00, 0.00, 0.00, 0.01, 0.02, 0.22, -0.15, 0.01, 0.00, 0.01, 0.00, 0.00, 0.00, -0.02, 0.00, 0.00, 0.00, 0.00, 0.01, 0.04, 0.00, 0.00, 0.01],
  "total_charge": 0,
  "multiplicity": 3,
  "relative_energy_kj_mol": 95.7,
  "homo_ha": [-0.29338, -0.29217]
}

---

Entry 2:
{
  "formula": "C27H46BN2O22S",
  "method": "the ωB97M-V functional and the def2-TZVPD basis",
  "elements": ["C", "C", "C", "C", "S", "C", "C", "N", "B", "N", "O", "H", "H", "H", "H", "H", "H", "H", "H", "H", "H", "H", "H", "H", "H", "H", "H", "H", "H", "C", "C", "O", "C", "O", "O", "H", "H", "H", "H", "C", "C", "O", "C", "O", "O", "H", "H", "H", "H", "C", "C", "O", "C", "O", "O", "H", "H", "H", "H", "C", "C", "O", "C", "O", "O", "H", "H", "H", "H", "C", "C", "O", "C", "O", "O", "H", "H", "H", "H", "C", "C", "O", "C", "O", "O", "H", "H", "H", "H", "C", "C", "O", "C", "O", "O", "H", "H", "H", "H"],
  "positions_angstrom": [[-2.49307, -2.30894, -2.35315], [-2.96080, -2.29196, -3.82174], [-3.06217, -0.91452, -4.46331], [-3.34126, -1.00290, -5.97301], [-4.31687, 0.20899, -3.69859], [-5.25102, -0.65867, -2.42763], [-6.70740, -0.77049, -2.88974], [-6.73901, -1.26546, -4.26901], [-3.22068, 1.49958, -2.76386], [-3.43719, 2.80421, -3.20461], [-2.37717, 1.12058, -1.76706], [-3.22540, -2.82231, -1.73113], [-2.31199, -1.32046, -1.93990], [-1.57165, -2.87547, -2.23282], [-2.25916, -2.86293, -4.43100], [-3.91495, -2.81716, -3.89434], [-2.10550, -0.41287, -4.31195], [-4.13058, -0.31903, -6.27974], [-3.67319, -2.00445, -6.23598], [-2.45075, -0.74899, -6.54312], [-5.14903, -0.11416, -1.48952], [-4.85163, -1.65516, -2.27839], [-7.23057, -1.45584, -2.22802], [-7.16984, 0.21626, -2.83934], [-7.40281, -2.01585, -4.38980], [-6.97573, -0.53077, -4.91933], [-3.74433, 2.91175, -4.16555], [-2.66773, 3.44528, -3.04674], [-1.49445, 0.92700, -2.13785], [0.08713, -6.40957, -1.03195], [1.39196, -5.71179, -1.35105], [1.22263, -5.38382, -2.74265], [-0.09552, -5.32144, -3.00183], [-0.57100, -4.89503, -4.00632], [-0.81626, -5.79235, -1.95659], [-0.25222, -6.24340, -0.01408], [0.11902, -7.48118, -1.23419], [1.52254, -4.78991, -0.79003], [2.26839, -6.34003, -1.22029], [1.83975, 2.11827, 0.08909], [1.74147, 3.27670, -0.87747], [1.45033, 2.59882, -2.12466], [0.89508, 1.42326, -1.83282], [0.39242, 0.70726, -2.66939], [0.96410, 1.14033, -0.53447], [1.49559, 2.36012, 1.08667], [2.84444, 1.69770, 0.13783], [0.92347, 3.95251, -0.64317], [2.66157, 3.84509, -0.96726], [4.23123, 0.29039, 4.16801], [2.78634, -0.08467, 3.93207], [2.17914, 1.18944, 3.66248], [3.14166, 2.02313, 3.21399], [2.92545, 3.09251, 2.73015], [4.35928, 1.48276, 3.36285], [4.93879, -0.46119, 3.83159], [4.43546, 0.54106, 5.20023], [2.65773, -0.71801, 3.05249], [2.32337, -0.55363, 4.79523], [4.89022, -1.28036, 10.14404], [5.88387, -0.22044, 9.70344], [5.79912, -0.31024, 8.27346], [4.60397, -0.83799, 7.95127], [4.16761, -0.88578, 6.84138], [3.96930, -1.30158, 9.04266], [4.36623, -1.03697, 11.06320], [5.34440, -2.26736, 10.23510], [5.58618, 0.78383, 10.00641], [6.90216, -0.40935, 10.02902], [0.35610, -3.70346, 3.65947], [-0.35441, -4.43802, 2.53883], [0.46039, -4.11780, 1.40178], [1.70425, -3.80048, 1.84710], [2.64728, -3.65160, 1.14279], [1.70898, -3.67818, 3.19079], [0.30240, -4.20867, 4.61921], [0.00422, -2.67634, 3.76977], [-0.34976, -5.52007, 2.68017], [-1.37330, -4.09915, 2.37448], [-0.85371, 1.94758, -5.21039], [0.43073, 2.53987, -5.75504], [0.00400, 3.04649, -7.02655], [-1.32428, 3.27745, -6.98559], [-1.95533, 3.84543, -7.80899], [-1.85491, 2.75093, -5.83964], [-0.93226, 2.02372, -4.13277], [-0.98792, 0.90722, -5.51287], [0.79498, 3.36967, -5.14826], [1.22589, 1.81238, -5.88254], [1.44955, 6.49313, 3.77680], [1.14471, 7.83338, 3.13000], [0.97729, 7.46856, 1.75329], [0.64359, 6.16469, 1.69902], [0.28524, 5.59821, 0.71258], [0.77171, 5.58238, 2.90384], [1.06469, 6.39721, 4.78772], [2.51340, 6.25312, 3.76860], [0.21183, 8.26845, 3.49058], [1.94424, 8.56157, 3.22762]],
  "lowdin_charge": [-0.07, -0.23, -0.48, -0.08, 1.23, -0.33, -0.30, -0.01, -0.78, 0.21, 0.12, 0.08, 0.06, 0.07, 0.11, 0.11, 0.09, 0.07, 0.09, 0.08, 0.11, 0.07, 0.12, 0.11, 0.08, 0.07, 0.09, 0.11, 0.07, -0.11, -0.09, 0.07, -0.58, 0.15, 0.05, 0.11, 0.14, 0.11, 0.14, -0.07, -0.07, 0.08, -0.58, 0.11, 0.09, 0.12, 0.14, 0.11, 0.14, -0.10, -0.10, 0.06, -0.59, 0.13, 0.07, 0.14, 0.10, 0.13, 0.13, -0.10, -0.10, 0.07, -0.56, 0.14, 0.07, 0.13, 0.13, 0.13, 0.13, -0.11, -0.11, 0.03, -0.57, 0.17, 0.06, 0.14, 0.13, 0.13, 0.13, -0.13, -0.09, 0.08, -0.56, 0.19, 0.03, 0.09, 0.12, 0.14, 0.14, -0.10, -0.10, 0.07, -0.57, 0.14, 0.06, 0.13, 0.13, 0.13, 0.13],
  "total_charge": 1,
  "homo_ha": -0.45688
}

---

Entry 3:
{
  "formula": "C22H42NNdOP3",
  "method": "the ωB97M-V functional and the def2-TZVPD basis",
  "elements": ["Nd", "P", "P", "P", "H", "C", "C", "H", "C", "C", "C", "C", "C", "C", "C", "C", "C", "H", "H", "H", "H", "H", "H", "H", "H", "H", "H", "H", "H", "H", "H", "H", "H", "H", "H", "H", "H", "H", "H", "H", "H", "H", "H", "H", "H", "H", "C", "C", "C", "C", "C", "C", "O", "H", "H", "H", "H", "H", "H", "C", "C", "C", "N", "C", "C", "H", "H", "H", "H", "H"],
  "positions_angstrom": [[-0.17943, -0.28730, -0.01472], [0.92422, -3.28370, -1.36285], [2.56345, -0.01924, 1.29394], [-2.97042, 0.43598, -0.14170], [2.03625, 4.11957, 0.48342], [1.03129, 4.51658, 0.67645], [0.37256, 4.33338, 1.81819], [0.81288, 3.74135, 2.65177], [1.69094, -2.78841, -2.82781], [1.98731, -3.90645, -0.06191], [-0.66710, -4.05286, -1.45992], [2.79261, 1.60619, 2.10969], [2.93556, -1.20080, 2.65486], [4.06819, -0.16152, 0.24954], [-3.27625, 2.15390, 0.42045], [-4.18622, -0.52610, 0.82404], [-3.67267, 0.43145, -1.82928], [0.55891, 5.03737, -0.18074], [-0.66921, 4.62856, 1.95297], [2.16903, -3.74619, -3.10469], [2.40505, -1.96229, -2.68666], [0.93103, -2.41939, -3.53190], [2.35540, -4.70231, -0.73011], [1.36350, -4.28998, 0.74506], [2.78121, -3.22642, 0.26412], [-0.25592, -4.91647, -2.01487], [-1.41132, -3.50193, -2.05027], [-1.02576, -4.32885, -0.46468], [3.83340, 1.95283, 2.02681], [2.52734, 1.52437, 3.17266], [2.13689, 2.36547, 1.65743], [4.00618, -1.22205, 2.91164], [2.62622, -2.20775, 2.34598], [2.35524, -0.93207, 3.54764], [4.97735, -0.36660, 0.83512], [4.21276, 0.76321, -0.32664], [3.92442, -0.98388, -0.46678], [-4.06588, 2.61654, -0.18892], [-2.35257, 2.74640, 0.32496], [-3.57718, 2.15213, 1.47738], [-5.20025, -0.39124, 0.42264], [-4.15247, -0.20942, 1.87496], [-3.91489, -1.59041, 0.77496], [-4.65674, 0.92073, -1.82500], [-3.77667, -0.60558, -2.17900], [-2.99811, 0.95973, -2.51820], [0.18250, 1.25996, -2.95174], [0.69934, 0.47592, -4.02025], [0.39592, 0.87231, -5.32796], [-0.43596, 1.98873, -5.55894], [-0.90766, 2.75122, -4.47719], [-0.53206, 2.43028, -3.20074], [0.21871, 1.02533, -1.58157], [0.59883, -2.20019, -0.65185], [1.35491, -0.37893, -3.86999], [0.80152, 0.34556, -6.20891], [-0.69953, 2.28490, -6.57942], [-1.56439, 3.61875, -4.58902], [-0.82569, 2.97758, -2.30657], [-1.15147, -0.87446, 5.13205], [-1.26507, 0.44262, 4.67858], [-1.04129, 0.73120, 3.33952], [-0.72253, -0.23619, 2.43438], [-0.62443, -1.52554, 2.87553], [-0.81792, -1.86347, 4.21263], [-1.32153, -1.11882, 6.18310], [-1.52454, 1.26896, 5.35096], [-1.11278, 1.75077, 2.93813], [-0.37605, -2.29024, 2.12264], [-0.69896, -2.91283, 4.50663]],
  "mulliken_spin": [3.04, -0.01, 0.00, -0.01, 0.00, 0.00, 0.00, 0.00, 0.00, 0.00, 0.00, 0.00, 0.00, 0.00, 0.00, 0.00, 0.00, 0.00, 0.00, 0.00, 0.00, 0.00, 0.00, 0.00, 0.00, 0.00, 0.00, 0.00, 0.00, 0.00, 0.00, 0.00, 0.00, 0.00, 0.00, 0.00, 0.00, 0.00, 0.00, 0.00, 0.00, 0.00, 0.00, 0.00, 0.00, 0.00, 0.00, 0.00, 0.00, 0.00, 0.00, 0.00, -0.01, 0.02, 0.00, 0.00, 0.00, 0.00, 0.00, 0.00, 0.00, 0.00, -0.01, 0.00, 0.00, 0.00, 0.00, 0.00, 0.00, 0.00],
  "total_charge": 3,
  "multiplicity": 4,
  "relative_energy_kj_mol": 73.0,
  "homo_ha": [-0.57712, -0.57755]
}

---

Question: Which formula does entry 3 have?
Answer: C22H42NNdOP3